C11H12N2O5Pd | the ωB97M-V functional and the def2-TZVPD basis

The geometry in XYZ format:
```
31
Properties=species:S:1:pos:R:3
Pd -1.503 -0.495 -0.493
O 0.055 2.215 -3.066
C -0.003 1.413 -2.158
O -1.145 1.143 -1.560
C 1.298 0.808 -1.627
C 1.475 0.948 -0.106
C 2.958 0.781 0.250
C 3.140 -0.752 0.089
C 1.731 -1.175 -0.340
O 0.907 -0.268 0.419
C 1.502 -0.733 -1.805
C 0.386 -1.481 -2.515
O 0.599 -2.016 -3.577
O -0.779 -1.597 -1.904
H 2.081 1.349 -2.152
H 0.972 1.805 0.334
H 3.143 1.096 1.276
H 3.604 1.363 -0.406
H 3.407 -1.221 1.034
H 3.893 -1.020 -0.651
H 1.449 -2.200 -0.116
H 2.390 -0.926 -2.400
N -2.358 0.464 2.369
C -3.358 0.555 3.260
C -4.457 -0.051 2.695
C -4.021 -0.485 1.438
N -2.742 -0.175 1.254
H -1.405 0.778 2.456
H -3.217 1.036 4.213
H -5.435 -0.160 3.128
H -4.566 -0.998 0.664
```

Summary:
Spin multiplicity: 1
M, g mol⁻¹: 358.65
Charge: 0
Gap between HOMO and LUMO (alpha / beta), eV: 7.670 / 7.706

C4H5N2O | the ωB97M-V functional and the def2-TZVPD basis

The geometry in XYZ format:
```
12
Properties=species:S:1:pos:R:3
C 0.009 -1.507 -0.046
C -1.246 -1.278 -0.511
C 2.167 -0.233 -0.606
C -0.356 0.742 0.349
N 0.547 -0.125 -0.381
N -0.940 0.191 -0.802
O 2.815 0.310 0.142
H 0.605 -1.999 0.642
H -2.185 -1.855 -0.818
H 2.213 -0.857 -1.550
H -0.772 0.453 1.383
H -0.021 1.745 0.288
```

Summary:
Energy above the lowest of the compared OMol25 structures with the same formula, charge and spin, eV: 5.125
SMILES: O=C[N@+]12C=CN1C2
Spin multiplicity: 1
M, g mol⁻¹: 97.10
Charge: +1
Gap between HOMO and LUMO, eV: 9.979

CH4N2OS | the ωB97M-V functional and the def2-TZVPD basis

The geometry in XYZ format:
```
9
Properties=species:S:1:pos:R:3
C -1.344 -0.215 -0.227
N -1.161 0.860 0.433
N 1.728 -0.560 -0.661
O 1.571 0.433 0.419
S 0.663 1.682 0.234
H -2.282 -0.757 -0.142
H -0.624 -0.948 -0.649
H 2.624 -0.387 -1.171
H 1.498 -1.418 -0.296
```

Summary:
Energy above the lowest of the compared OMol25 structures with the same formula, charge and spin, eV: 5.033
SMILES: C=NSON
Spin multiplicity: 1
M, g mol⁻¹: 92.12
Charge: 0
Gap between HOMO and LUMO, eV: 9.455

C3H32O12S | the ωB97M-V functional and the def2-TZVPD basis

The geometry in XYZ format:
```
48
Properties=species:S:1:pos:R:3
C -0.752 -1.209 -2.756
C -0.959 0.186 -3.375
S -0.547 0.246 -5.203
C 1.291 0.716 -4.858
H 0.122 -1.705 -3.102
H -1.581 -1.856 -3.151
H -0.824 -1.197 -1.690
H -0.281 0.929 -2.893
H -1.972 0.564 -3.464
H 1.392 0.620 -3.768
H 1.896 -0.002 -5.351
H 1.276 1.766 -5.162
H 2.949 -1.800 0.222
H 3.180 -2.496 -1.085
O 2.474 -2.049 -0.602
H -2.116 2.639 -1.042
H -3.464 2.871 -1.640
O -2.715 3.382 -1.301
H -1.791 -0.033 0.670
H -1.118 1.222 0.275
O -2.002 0.829 0.301
H -1.969 -2.394 0.036
H -3.218 -2.555 1.128
O -2.528 -1.991 0.702
H 1.105 -0.128 2.577
H 1.838 -1.763 2.969
O 1.640 -0.958 2.518
H 3.215 -1.018 1.846
H 3.981 0.343 1.999
O 4.108 -0.597 1.868
H 1.399 1.317 0.034
H 0.731 0.319 -1.107
O 0.635 0.821 -0.298
H -3.034 2.161 1.569
H -3.443 3.581 2.296
O -3.620 2.666 2.118
H 0.665 -3.057 0.590
H -0.819 -3.197 1.360
O -0.101 -3.561 0.858
H 2.872 2.321 3.519
H 2.647 2.817 2.108
O 3.370 2.611 2.734
H -1.209 -1.776 2.878
H -1.146 -1.519 4.336
O -0.982 -1.051 3.487
H -0.552 0.534 2.772
H -0.113 1.196 1.550
O 0.070 1.252 2.530
```

Summary:
Energy above the lowest of the compared OMol25 structures with the same formula, charge and spin, eV: 0.853
Spin multiplicity: 2
M, g mol⁻¹: 292.34
Charge: +1
Gap between HOMO and LUMO (alpha / beta), eV: 8.429 / 4.058

Repeat the fourth record exactly.
C3H32O12S | the ωB97M-V functional and the def2-TZVPD basis

The geometry in XYZ format:
```
48
Properties=species:S:1:pos:R:3
C -0.752 -1.209 -2.756
C -0.959 0.186 -3.375
S -0.547 0.246 -5.203
C 1.291 0.716 -4.858
H 0.122 -1.705 -3.102
H -1.581 -1.856 -3.151
H -0.824 -1.197 -1.690
H -0.281 0.929 -2.893
H -1.972 0.564 -3.464
H 1.392 0.620 -3.768
H 1.896 -0.002 -5.351
H 1.276 1.766 -5.162
H 2.949 -1.800 0.222
H 3.180 -2.496 -1.085
O 2.474 -2.049 -0.602
H -2.116 2.639 -1.042
H -3.464 2.871 -1.640
O -2.715 3.382 -1.301
H -1.791 -0.033 0.670
H -1.118 1.222 0.275
O -2.002 0.829 0.301
H -1.969 -2.394 0.036
H -3.218 -2.555 1.128
O -2.528 -1.991 0.702
H 1.105 -0.128 2.577
H 1.838 -1.763 2.969
O 1.640 -0.958 2.518
H 3.215 -1.018 1.846
H 3.981 0.343 1.999
O 4.108 -0.597 1.868
H 1.399 1.317 0.034
H 0.731 0.319 -1.107
O 0.635 0.821 -0.298
H -3.034 2.161 1.569
H -3.443 3.581 2.296
O -3.620 2.666 2.118
H 0.665 -3.057 0.590
H -0.819 -3.197 1.360
O -0.101 -3.561 0.858
H 2.872 2.321 3.519
H 2.647 2.817 2.108
O 3.370 2.611 2.734
H -1.209 -1.776 2.878
H -1.146 -1.519 4.336
O -0.982 -1.051 3.487
H -0.552 0.534 2.772
H -0.113 1.196 1.550
O 0.070 1.252 2.530
```

Summary:
Energy above the lowest of the compared OMol25 structures with the same formula, charge and spin, eV: 0.853
Spin multiplicity: 2
M, g mol⁻¹: 292.34
Charge: +1
Gap between HOMO and LUMO (alpha / beta), eV: 8.429 / 4.058

Which of these has the highest spin multiplicity? C3H32O12S

What is the formula in the second record? C4H5N2O